No. 1
Molecular formula: C23H21F7NO5ReSi
Method: DFT, wB97M-V/def2-TZVPD

Structure (ORCA input):
```
! wB97M-V def2-TZVPD RIJCOSX def2/J DEFGRID3
* xyz -1 2
Re -0.179 -0.362 -0.330
O 1.456 0.411 3.472
C 1.180 0.183 2.305
O 0.050 -0.121 1.787
C 2.295 0.223 1.295
C 3.586 0.536 1.751
C 4.611 0.561 0.869
C 4.360 0.292 -0.493
C 5.389 0.306 -1.465
C 5.107 0.072 -2.776
C 3.773 -0.181 -3.169
C 2.770 -0.207 -2.244
C 3.038 0.016 -0.890
N 2.008 -0.034 0.032
H 3.691 0.742 2.805
H 5.621 0.794 1.187
H 6.405 0.511 -1.140
H 5.898 0.083 -3.517
H 3.535 -0.352 -4.210
H 1.755 -0.390 -2.534
F -2.137 2.285 0.884
C -1.883 2.884 -0.289
F -2.572 2.220 -1.247
F -2.365 4.119 -0.229
C -0.379 2.873 -0.612
O 0.163 3.947 -0.753
O 0.155 1.698 -0.729
F 1.050 0.763 -7.473
C 0.589 0.421 -6.241
C 0.764 -0.870 -5.798
C 0.281 -1.212 -4.536
C -0.380 -0.287 -3.719
C -0.964 -0.684 -2.391
C -0.528 1.008 -4.221
C -0.042 1.373 -5.474
H 1.267 -1.593 -6.433
H 0.416 -2.228 -4.168
H -1.890 -0.120 -2.279
H -1.223 -1.740 -2.432
H -1.030 1.750 -3.604
H -0.163 2.379 -5.858
C -4.553 -0.657 -1.146
Si -3.456 -1.382 0.154
C -4.156 -1.015 1.822
C -3.375 -3.206 -0.126
O -1.946 -0.707 0.057
H -5.592 -0.962 -0.960
H -4.260 -1.014 -2.140
H -4.509 0.439 -1.149
H -5.107 -1.538 1.977
H -4.326 0.063 1.932
H -3.449 -1.326 2.601
H -4.377 -3.653 -0.069
H -2.729 -3.693 0.614
H -2.957 -3.410 -1.119
F -0.057 -3.290 -1.021
C 0.236 -2.422 -0.004
F -0.431 -2.924 1.081
F 1.570 -2.648 0.267
*
```

As for the expectation value of S²: 0.755. The calculation puts the HOMO energy (spin up / spin down) at -5.2 / -4.9 eV. The calculation puts the orbital gap (spin up / spin down) at 0.2534 / 0.2433 hartree.

No. 2
Molecular formula: C23H21MoO4
Method: DFT, wB97M-V/def2-TZVPD

Structure (ORCA input):
```
! wB97M-V def2-TZVPD RIJCOSX def2/J DEFGRID3
* xyz 3 1
O 1.437 -5.879 0.367
C 0.479 -5.307 0.041
Mo -1.118 -3.925 -0.363
C -0.174 -2.674 1.033
O 0.416 -2.001 1.792
C -0.156 -3.122 -2.044
O 0.405 -2.734 -2.987
H 0.696 0.077 0.234
C -3.137 -3.258 -1.031
C -2.949 -4.648 -1.358
C -2.755 -5.373 -0.132
C -2.831 -4.438 0.958
C -3.059 -3.126 0.402
H -3.379 -2.469 -1.740
H -2.984 -5.084 -2.353
H -2.598 -6.446 -0.046
H -2.776 -4.688 2.015
H -3.247 -2.217 0.964
C 4.996 3.276 -3.701
O 3.922 2.344 -4.008
C 2.915 2.169 -3.111
C 1.951 1.159 -3.382
C 1.024 0.845 -2.417
C 0.979 1.517 -1.175
C 0.080 0.894 -0.130
C -0.412 1.542 1.140
C -1.671 1.166 1.637
C -2.087 1.589 2.891
C -1.268 2.419 3.659
C -1.731 2.868 5.004
C -0.012 2.780 3.174
C 0.448 2.279 1.958
C 1.846 2.593 -0.968
C 2.858 2.870 -1.882
H 5.614 3.281 -4.603
H 4.608 4.287 -3.502
H 5.589 2.929 -2.839
H 2.004 0.617 -4.330
H 0.302 0.051 -2.626
H -0.796 0.466 -0.641
H -2.307 0.506 1.042
H -3.039 1.251 3.296
H -1.022 3.590 5.411
H -2.717 3.340 4.939
H -1.819 2.019 5.694
H 0.623 3.427 3.774
H 1.483 2.416 1.661
H 1.741 3.220 -0.088
H 3.628 3.601 -1.629
*
```

The calculation puts the HOMO energy at -17.2 eV. The calculation puts the orbital gap at 0.1220 hartree.

No. 3
Molecular formula: C23H21N3O3PdSe3Te
Method: DFT, wB97M-V/def2-TZVPD

Structure (ORCA input):
```
! wB97M-V def2-TZVPD RIJCOSX def2/J DEFGRID3
* xyz -2 3
Pd 0.797 -0.153 2.410
C 3.194 -3.488 1.452
C 2.574 -4.161 0.404
C 1.327 -3.744 -0.017
C 0.678 -2.651 0.579
C 1.322 -1.934 1.601
C 2.571 -2.399 2.032
C -0.696 -2.279 0.142
C -1.382 -2.987 -0.898
C -2.645 -2.629 -1.248
C -3.291 -1.565 -0.575
C -4.604 -1.128 -0.862
C -5.156 -0.100 -0.148
C -4.419 0.531 0.880
C -3.145 0.133 1.173
C -2.552 -0.928 0.444
N -1.286 -1.290 0.765
H 4.169 -3.805 1.808
H 3.054 -5.007 -0.075
H 0.858 -4.295 -0.822
H 3.064 -1.880 2.846
H -0.908 -3.809 -1.412
H -3.171 -3.158 -2.037
H -5.163 -1.621 -1.651
H -6.163 0.235 -0.369
H -4.868 1.345 1.435
H -2.541 0.611 1.933
Se -0.091 -1.503 4.208
Se 1.533 -1.826 5.728
Te -1.148 2.335 5.268
Se 0.543 2.131 3.526
C 1.647 4.322 0.040
C 0.735 3.820 -1.074
C 0.868 2.310 -1.348
C -0.145 1.885 -2.424
C -0.120 0.387 -2.709
C 2.259 2.047 -1.880
O 2.672 2.531 -2.925
N 3.024 1.234 -1.117
C 2.730 0.740 0.187
O 3.656 0.215 0.774
N 1.469 0.884 0.660
C 0.525 1.566 -0.045
O -0.633 1.656 0.329
H 1.550 5.403 0.158
H 2.697 4.106 -0.178
H 1.397 3.860 0.997
H 0.947 4.342 -2.011
H -0.309 3.998 -0.809
H 0.077 2.451 -3.332
H -1.132 2.175 -2.063
H 0.869 0.062 -3.044
H -0.837 0.126 -3.491
H -0.380 -0.183 -1.815
H 3.981 1.085 -1.401
*
```

As for the expectation value of S²: 2.013. The calculation puts the HOMO energy (spin up / spin down) at -1.3 / -1.1 eV. The calculation puts the orbital gap (spin up / spin down) at 0.2083 / 0.1998 hartree.

No. 4
Molecular formula: C23H21NO3
Method: DFT, wB97M-V/def2-TZVPD

Structure (ORCA input):
```
! wB97M-V def2-TZVPD RIJCOSX def2/J DEFGRID3
* xyz 0 1
C 2.025 0.817 3.443
C 0.612 1.247 3.064
C -0.431 0.739 4.052
O 0.284 0.857 1.717
C 0.223 -0.418 1.376
O 0.490 -1.363 2.091
C -0.163 -0.624 -0.053
C -0.739 0.297 -0.842
C -1.231 1.602 -0.405
C -2.194 1.688 0.575
C -2.719 2.924 0.967
C -2.284 4.078 0.378
C -1.305 4.039 -0.635
C -0.836 5.215 -1.259
C 0.121 5.158 -2.233
C 0.655 3.921 -2.625
C 0.223 2.764 -2.039
C -0.770 2.787 -1.038
N 0.176 -1.916 -0.454
C 0.073 -2.481 -1.690
O -0.301 -1.881 -2.679
C 0.490 -3.912 -1.740
C 0.989 -4.394 -2.947
C 1.386 -5.712 -3.066
C 1.272 -6.568 -1.982
C 0.755 -6.102 -0.785
C 0.366 -4.780 -0.658
H 2.293 1.257 4.399
H 2.733 1.154 2.689
H 2.081 -0.266 3.523
H 0.562 2.341 3.003
H -0.235 1.160 5.034
H -1.425 1.041 3.731
H -0.391 -0.345 4.118
H -0.901 0.041 -1.881
H -2.560 0.782 1.039
H -3.476 2.955 1.738
H -2.685 5.036 0.678
H -1.249 6.164 -0.949
H 0.474 6.063 -2.706
H 1.413 3.892 -3.394
H 0.640 1.813 -2.337
H 0.551 -2.469 0.311
H 1.059 -3.713 -3.782
H 1.780 -6.075 -4.004
H 1.579 -7.599 -2.072
H 0.651 -6.772 0.056
H -0.060 -4.444 0.276
*
```

The calculation puts the HOMO energy at -8.0 eV. The SMILES is CC(C)OC(=O)/C(=C\c1cccc2ccccc12)NC(=O)c1ccccc1. The calculation puts the orbital gap at 0.3005 hartree.

M per entry: 738.702, 457.357, 858.339, 359.425 Da
F_max per entry: 1.02, 4.99, 0.45, 0.69 eV/Å
Relative energy (zero: lowest compared OMol25 entry of this formula, charge and spin) per entry: 28.67, 0.00, 0.00, 33.95 kcal/mol